Record 1
{
  "formula": "C22H40BrF3I2NO12P2S",
  "method": "ωB97M-V/def2-TZVPD",
  "fmax_ev_per_a": 10.11,
  "homo_lumo_gap_ev": 6.8,
  "e_lumo_ev": -4.60,
  "e_homo_ev": -11.429,
  "charge": 1,
  "species": ["C", "C", "C", "C", "C", "C", "O", "I", "O", "C", "Br", "C", "N", "S", "O", "O", "C", "F", "F", "F", "C", "I", "H", "H", "H", "H", "H", "H", "H", "H", "H", "H", "O", "P", "O", "C", "C", "O", "C", "C", "O", "C", "C", "H", "H", "H", "H", "H", "H", "H", "H", "H", "H", "H", "H", "H", "H", "H", "O", "P", "O", "C", "C", "O", "C", "C", "O", "C", "C", "H", "H", "H", "H", "H", "H", "H", "H", "H", "H", "H", "H", "H", "H", "H"],
  "positions_angstrom": [[4.0978, -4.8590, -1.8281], [3.8303, -4.3244, -3.0116], [3.3564, -3.4325, -4.2922], [3.1469, -1.8724, -3.8021], [4.5587, -1.1123, -4.0267], [5.4267, -0.9184, -2.6634], [5.2124, 0.1496, -1.9951], [6.8966, -2.3431, -1.9020], [2.7371, -1.9680, -2.3940], [1.9412, -0.8034, -2.0465], [1.6216, -0.8682, -0.0707], [0.5080, -0.9274, -2.8472], [0.6844, -1.5988, -4.2201], [-0.7008, -1.1408, -5.1888], [-0.5547, 0.2958, -5.6956], [-0.9655, -2.0924, -6.3567], [-2.2586, -1.2783, -4.1062], [-2.5390, -0.0823, -3.3767], [-2.2550, -2.4753, -3.2926], [-3.3378, -1.4761, -5.0607], [2.0154, -1.1210, -4.7395], [2.4631, -1.6680, -6.8021], [4.1755, -5.0592, -0.6880], [2.3782, -3.8957, -4.7169], [4.1635, -3.5371, -5.1054], [4.3913, -0.0671, -4.4875], [5.2414, -1.6845, -4.7757], [2.4896, 0.1857, -2.3039], [-0.1873, -1.5167, -2.1468], [0.1686, 0.1499, -3.0721], [0.6456, -2.6381, -4.1011], [2.0775, 0.0299, -4.6766], [-6.8471, -1.2844, 0.3932], [-6.8741, 0.1140, -0.2405], [-5.2511, 0.1873, -0.5654], [-4.7661, -0.5061, -1.7019], [-5.1342, 0.2114, -2.9882], [-6.8361, 0.9470, 1.1982], [-7.4049, 0.3759, 2.3706], [-6.3303, -0.2923, 3.2127], [-6.9815, 1.6623, -0.9808], [-8.2967, 2.0656, -1.3660], [-9.2058, 2.2949, -0.1723], [-5.1437, -1.5336, -1.7054], [-3.6785, -0.5531, -1.6089], [-6.2163, 0.1823, -3.1517], [-4.6496, -0.2523, -3.8460], [-4.8441, 1.2652, -2.9440], [-8.2078, -0.3252, 2.1165], [-7.8630, 1.1840, 2.9429], [-5.7115, -0.9743, 2.6244], [-6.7758, -0.8530, 4.0385], [-5.6529, 0.4592, 3.6277], [-8.7215, 1.3142, -2.0382], [-8.1952, 2.9975, -1.9285], [-9.4323, 1.3511, 0.3329], [-10.1526, 2.7407, -0.4867], [-8.7313, 2.9507, 0.5620], [3.4541, 1.8570, 2.9298], [4.1070, 1.7420, 4.3158], [5.2224, 2.9417, 4.0832], [4.7921, 4.2883, 4.2096], [4.5753, 4.6662, 5.6617], [5.0942, 0.4604, 3.9251], [4.6903, -0.4750, 2.9349], [5.3118, -0.1293, 1.5915], [4.7599, 1.5891, 5.8993], [3.9414, 0.8832, 6.8327], [3.7942, -0.5859, 6.4797], [3.8822, 4.4491, 3.6234], [5.5776, 4.9186, 3.7829], [3.7258, 4.1192, 6.0843], [4.3740, 5.7355, 5.7595], [5.4518, 4.4135, 6.2652], [3.5973, -0.5296, 2.8684], [5.0354, -1.4610, 3.2509], [5.1564, 0.9185, 1.3232], [4.8963, -0.7559, 0.7974], [6.3942, -0.2818, 1.6248], [2.9623, 1.3677, 6.8917], [4.4186, 0.9745, 7.8120], [3.2015, -0.7109, 5.5683], [3.2896, -1.1285, 7.2830], [4.7692, -1.0454, 6.2989]],
  "atomic_forces_ev_per_a": [[-2.1, 3.8, -6.0], [0.7, -1.8, 6.0], [0.4, -1.5, 1.6], [1.0, -1.1, -0.6], [1.1, 0.0, -0.2], [-2.0, 4.7, 2.3], [1.0, -5.2, -3.2], [-0.9, 0.8, -0.8], [-0.9, 1.9, -1.5], [0.1, -0.1, -0.6], [0.2, 0.2, -1.8], [0.5, 1.4, 2.4], [0.1, -0.2, 1.8], [-2.6, 2.6, -9.4], [0.1, -4.7, 3.4], [1.5, 2.2, 5.3], [-4.4, -0.7, 1.2], [2.0, -4.0, -2.3], [0.4, 3.9, -2.1], [3.9, 0.8, 2.9], [2.2, 0.0, 0.0], [-0.5, 0.5, 0.6], [0.0, 0.1, -2.8], [1.6, 0.7, 0.8], [-1.4, 0.4, 1.3], [0.4, -1.5, 1.0], [-1.5, 0.9, 1.3], [-0.9, -1.7, 0.6], [0.8, 0.8, -1.5], [0.2, -1.7, 0.5], [0.3, 0.6, -0.2], [-0.4, -2.0, 0.0], [-3.0, 0.3, -3.3], [6.8, 2.6, 6.2], [-0.3, -0.2, -0.7], [0.0, 0.1, 0.0], [-0.4, 0.1, -0.2], [-1.2, 0.0, -0.8], [0.1, -0.4, 0.4], [0.2, 0.0, 0.1], [-2.0, -2.9, -1.4], [-0.6, 0.6, -0.1], [-0.1, -0.1, 0.2], [0.0, -0.1, 0.0], [-0.2, 0.0, 0.4], [0.1, 0.0, 0.0], [-0.5, 0.1, 0.1], [0.0, -0.1, 0.0], [0.2, 0.0, 0.0], [0.0, 0.1, -0.1], [-0.3, 0.0, -0.1], [0.0, 0.1, 0.0], [-0.1, 0.0, 0.0], [-0.1, 0.2, -0.1], [0.2, -0.1, 0.0], [-0.1, 0.0, 0.0], [0.1, -0.1, 0.0], [0.0, -0.1, -0.2], [-3.1, 0.1, 3.2], [8.6, -0.4, -4.3], [-0.8, 0.0, 0.4], [0.1, 0.4, 0.1], [-0.1, 0.0, 0.2], [-1.1, -0.4, 0.7], [0.1, 0.1, -0.5], [0.2, 0.1, -0.1], [-3.7, 0.6, -0.4], [0.0, -0.5, 0.7], [0.0, -0.1, -0.1], [0.0, 0.0, -0.1], [0.0, -0.2, 0.0], [0.0, 0.1, 0.0], [0.0, -0.1, 0.0], [-0.1, 0.1, -0.1], [0.2, 0.1, -0.1], [0.1, 0.0, 0.2], [-0.2, -0.1, 0.1], [0.0, 0.0, 0.0], [-0.1, -0.1, 0.0], [0.0, 0.0, 0.2], [0.0, 0.2, -0.2], [0.0, -0.1, 0.0], [0.0, 0.1, 0.0], [-0.1, 0.1, 0.1]],
  "lowdin_charge": [0.063, -0.095, -0.171, -0.435, -0.111, -0.708, -0.073, 0.857, -0.180, -0.609, 0.792, -0.119, -0.196, 0.860, -0.253, -0.285, -0.350, 0.063, 0.071, 0.070, -0.589, 1.103, 0.081, 0.102, 0.097, 0.133, 0.125, 0.137, 0.136, 0.158, 0.188, 0.137, -0.222, 0.718, -0.224, -0.306, -0.081, -0.236, -0.308, -0.075, -0.212, -0.301, -0.080, 0.115, 0.096, 0.079, 0.043, 0.094, 0.105, 0.116, 0.071, 0.079, 0.077, 0.111, 0.122, 0.069, 0.084, 0.089, -0.237, 0.717, -0.229, -0.303, -0.086, -0.231, -0.313, -0.083, -0.206, -0.300, -0.083, 0.107, 0.121, 0.064, 0.079, 0.085, 0.089, 0.116, 0.078, 0.042, 0.080, 0.111, 0.123, 0.065, 0.083, 0.088]
}

Record 2
{
  "formula": "C22H40Cl12F2KN2O8P2S2",
  "method": "ωB97M-V/def2-TZVPD",
  "fmax_ev_per_a": 2.64,
  "homo_lumo_gap_ev": 0.9,
  "e_lumo_ev": -2.47,
  "e_homo_ev": -3.367,
  "charge": -1,
  "species": ["C", "C", "C", "C", "C", "C", "C", "C", "O", "C", "N", "S", "C", "P", "P", "O", "O", "O", "S", "C", "O", "O", "C", "C", "C", "C", "O", "H", "H", "H", "H", "H", "H", "H", "H", "H", "H", "H", "H", "H", "H", "H", "H", "H", "H", "H", "H", "H", "H", "H", "H", "Cl", "C", "Cl", "Cl", "Cl", "Cl", "N", "H", "H", "H", "H", "C", "Cl", "Cl", "Cl", "Cl", "F", "Cl", "C", "Cl", "Cl", "H", "H", "K", "F", "C", "C", "O", "C", "C", "H", "H", "H", "H", "H", "H", "H", "H", "H", "H"],
  "positions_angstrom": [[8.4905, 3.5381, 2.8572], [7.7941, 4.4785, 2.5929], [6.9781, 5.4694, 1.8849], [6.0878, 4.7026, 0.8894], [4.7118, 5.3321, 0.7618], [3.7972, 4.6086, -0.2886], [4.1352, 5.3338, -1.6075], [4.0165, 4.4524, -2.8206], [5.0350, 4.0841, -3.3880], [4.2278, 3.1990, -0.5986], [3.3410, 2.2315, -0.1827], [3.7551, 0.6017, -0.4539], [2.1974, 2.7666, 0.4881], [0.4705, 2.1054, 0.0528], [0.4504, 0.0139, -0.5706], [1.1549, -0.9568, 0.2760], [0.9538, -0.0423, -2.0750], [-1.0987, -0.2996, -0.6436], [2.4357, 2.3249, 2.2881], [3.9538, 2.9528, 2.9438], [2.5099, 0.8950, 2.3926], [1.3623, 2.8765, 3.0905], [2.3198, 4.3134, 0.1045], [1.3470, 4.6653, -1.0407], [1.7908, 5.1827, 1.2932], [1.8002, 6.6563, 1.0143], [2.1981, 7.4460, 1.8326], [9.0538, 2.6717, 3.0907], [7.6425, 6.1896, 1.4104], [6.3160, 5.9518, 2.5933], [6.5022, 4.6933, -0.1206], [6.0541, 3.6744, 1.2344], [4.2691, 5.4683, 1.7405], [4.8934, 6.3408, 0.3838], [3.5447, 6.2475, -1.7478], [5.1747, 5.6584, -1.6143], [3.0451, 4.1873, -3.2491], [5.1493, 3.0374, -1.1031], [4.2851, 0.8103, -1.6771], [-0.2104, 2.0457, 1.2755], [0.8075, -0.9617, -2.3558], [-1.4024, -0.6645, 0.2082], [4.7970, 2.5694, 2.3794], [3.9818, 2.4967, 3.9321], [3.9620, 4.0243, 3.0826], [1.6192, 5.6242, -1.4772], [1.3802, 3.9462, -1.8530], [0.3340, 4.7856, -0.6805], [2.3883, 5.0421, 2.1828], [0.7820, 4.8248, 1.4959], [1.4243, 7.0488, 0.0579], [6.4563, 5.1371, 4.9359], [-1.2040, -4.2319, -1.2541], [-0.1670, -3.0013, -2.0249], [-0.2635, -5.0769, -0.0029], [-2.5106, -3.3408, -0.5114], [-1.7209, -5.4104, -2.4765], [5.4024, 7.1816, 6.8791], [4.5234, 7.3262, 6.3864], [5.2178, 6.8507, 7.8238], [5.9602, 6.4439, 6.3427], [5.9270, 8.0521, 6.9151], [-5.1850, -7.8177, -3.0879], [-4.9460, -7.1277, -1.4974], [-5.7905, -9.4603, -2.9097], [-6.3604, -6.8676, -3.9973], [-3.6344, -7.8341, -3.9568], [-3.5988, -1.2773, 0.1852], [-4.6353, -9.6760, -0.2648], [2.6640, 1.8097, 6.7758], [2.8906, 0.9521, 8.3057], [4.1275, 2.6829, 6.2872], [2.4173, 1.0903, 6.0035], [1.8603, 2.5249, 6.8944], [7.5444, 3.4210, -1.2536], [-8.0636, -9.6085, -3.4066], [-11.8385, -11.8279, -5.7934], [-12.9370, -11.0299, -5.1078], [-12.7964, -10.9536, -3.7067], [-11.6034, -10.3159, -3.2503], [-11.4756, -8.8695, -3.6833], [-11.7308, -12.8074, -5.3255], [-12.0744, -11.9640, -6.8505], [-10.8738, -11.3236, -5.7297], [-13.8992, -11.5173, -5.2795], [-13.0100, -10.0260, -5.5436], [-10.7204, -10.8821, -3.5573], [-11.6444, -10.3671, -2.1628], [-11.3270, -8.7815, -4.7609], [-10.6142, -8.4161, -3.1945], [-12.3755, -8.3046, -3.4268]],
  "atomic_forces_ev_per_a": [[0.1, -0.2, -0.3], [0.5, -0.1, -0.9], [0.0, -0.5, 0.1], [-0.2, 0.5, 0.1], [-0.1, 0.2, 0.0], [1.1, -1.3, -0.2], [-1.1, 0.8, -0.3], [0.7, -0.6, 0.2], [0.4, 0.0, -0.3], [-0.7, 1.0, 0.1], [0.9, -0.3, -0.6], [0.0, -0.3, 0.5], [0.6, 0.0, 0.3], [-0.5, 0.7, -1.3], [-0.2, -2.3, 1.4], [0.3, 0.3, 0.3], [-0.3, 0.8, -0.4], [0.9, 1.3, -0.2], [-1.1, -0.5, 1.7], [0.2, -0.2, -0.2], [0.7, -0.2, -0.9], [0.0, 0.9, -0.3], [-1.6, 1.4, 0.7], [0.7, 0.1, -0.5], [0.7, -0.5, -0.6], [-0.1, 0.1, 0.3], [0.2, 0.2, 0.2], [0.1, 0.0, 0.3], [-0.2, 0.2, 0.0], [0.2, 0.3, 0.1], [-0.4, 0.8, 0.8], [-0.3, -0.1, -0.2], [0.0, -0.1, 0.1], [-0.2, 0.2, 0.2], [0.0, 0.1, 0.1], [0.1, -0.1, 0.2], [-0.2, 0.1, 0.1], [-0.1, -0.9, -0.2], [-0.3, 0.2, -0.1], [0.4, -0.4, 0.3], [0.1, 0.2, -0.1], [-1.2, -0.4, -0.2], [0.0, 0.1, -0.1], [-0.1, 0.0, -0.2], [0.0, 0.1, -0.1], [0.1, 0.1, 0.0], [-0.2, -0.2, 0.0], [-0.2, -0.3, -0.1], [-0.2, 0.0, 0.3], [-0.2, 0.2, 0.2], [-0.1, -0.2, -0.2], [-0.6, 0.7, 1.2], [-0.4, -0.1, 0.5], [0.5, -0.5, -0.6], [0.2, -0.1, -0.1], [-0.1, 0.2, -0.2], [0.0, 0.2, 0.1], [-0.1, 0.3, 0.4], [0.0, -0.1, -0.1], [0.0, 0.0, 0.0], [0.2, -0.8, -0.9], [0.0, 0.0, 0.0], [0.1, 0.3, 0.2], [-0.2, 1.1, -0.5], [-0.3, -0.3, 0.6], [0.0, -0.1, -0.1], [0.0, -0.1, -0.1], [0.4, 0.0, 0.3], [0.2, -1.0, 0.0], [-0.1, -0.1, -0.1], [0.0, 0.0, 0.0], [0.0, 0.1, 0.3], [0.1, 0.0, 0.0], [0.0, 0.0, 0.0], [0.7, -1.0, -0.9], [0.1, 0.0, -0.2], [0.1, 0.1, 0.0], [0.0, 0.0, -0.1], [-0.1, 0.0, 0.1], [0.1, 0.0, 0.1], [-0.1, 0.1, -0.1], [0.0, 0.0, 0.0], [0.0, 0.0, 0.0], [0.0, 0.0, 0.0], [0.0, 0.0, 0.1], [0.1, 0.0, 0.0], [0.0, 0.1, 0.0], [-0.1, -0.1, 0.0], [0.1, 0.0, 0.0], [0.1, -0.1, 0.0], [0.0, 0.0, 0.1]],
  "lowdin_charge": [0.082, -0.291, -0.232, -0.265, -0.122, -0.321, -0.110, -0.249, -0.022, -0.177, -0.486, 0.904, -0.592, 0.982, 0.159, -0.359, -0.206, -0.200, 0.581, -0.148, -0.316, -0.345, -0.356, -0.098, -0.109, -0.238, 0.059, 0.027, 0.119, 0.037, -0.018, 0.084, 0.091, 0.127, 0.125, 0.112, 0.128, 0.023, -0.107, -0.031, -0.007, 0.061, 0.068, -0.013, 0.044, 0.068, 0.073, 0.074, 0.085, 0.131, 0.125, -0.071, -1.995, 0.544, 0.494, 0.614, 0.482, 0.222, 0.133, 0.135, -0.106, 0.132, -2.004, 0.464, 0.644, 0.548, 0.489, -0.808, -0.225, -0.998, 0.504, 0.522, 0.033, 0.027, 0.923, -0.610, -0.083, -0.301, -0.171, -0.271, -0.086, 0.079, 0.070, 0.071, 0.111, 0.104, 0.102, 0.117, 0.066, 0.071, 0.075]
}